17
Properties=species:S:1:pos:R:3 method="wB97M-V/def2-TZVPD" de_lowest_kj_mol=867.9 homo_energy_ev=-9.87 total_charge=0 total_energy_ha=-400.091000 multiplicity=1 homo_lumo_gap_ev=4.4
N 0.65 1.26 -0.10
C 0.55 0.50 -1.33
O -1.66 0.53 1.07
H -0.24 1.03 0.34
H 1.51 1.08 0.60
H 0.10 -0.46 -1.03
H -0.03 1.13 -1.96
H 1.51 0.46 -1.74
H -1.84 -0.34 -0.02
H -2.67 -1.49 -0.71
O -1.94 -0.90 -0.88
H 1.01 -0.77 1.15
H -2.40 1.11 1.16
O 2.35 -0.52 0.13
H -0.46 -0.61 1.38
H 3.25 -0.89 0.23
O 0.30 -1.13 1.70



17
Properties=species:S:1:pos:R:3 method="wB97M-V/def2-TZVPD" de_lowest_kj_mol=150.8 homo_energy_ev="-13.66 / -13.66" total_charge=+1 total_energy_ha=-400.000558 multiplicity=2 homo_lumo_gap_ev="7.8 / 3.6"
C -1.13 0.53 1.83
N -1.17 1.77 1.91
H -1.31 0.05 0.85
H -1.02 -0.25 2.61
H -0.86 2.19 2.80
H 0.02 5.30 4.44
H 1.27 6.15 4.30
O 0.58 5.74 3.80
H 0.77 -3.71 -2.64
H 0.56 -5.08 -2.25
O 1.29 -4.46 -2.33
H 1.08 -1.77 -0.78
H 0.00 -1.73 -1.75
O 0.26 -1.27 -0.92
H 0.42 -1.16 -3.87
H -1.11 -1.51 -3.76
O -0.21 -1.82 -3.59



17
Properties=species:S:1:pos:R:3 method="wB97M-V/def2-TZVPD" de_lowest_kj_mol=328.3 homo_energy_ev="-7.97 / -7.39" total_charge=0 total_energy_ha=-1257.276459 multiplicity=1 homo_lumo_gap_ev="7.2 / 6.2"
C 2.65 0.04 0.21
N 1.22 -0.04 0.13
Si 0.31 1.43 0.24
Si 0.52 -1.60 -0.18
Si -1.74 0.76 -0.55
Si -3.43 -0.48 0.37
H 3.06 -0.81 0.77
H 3.10 0.02 -0.80
H 2.97 0.96 0.70
H 0.33 1.94 1.62
H 1.01 2.45 -0.56
H 0.98 -2.14 -1.47
H 0.94 -2.51 0.90
H -2.44 2.10 -0.71
H -1.67 0.35 -1.97
H -4.29 -1.37 -0.42
H -3.51 -1.08 1.71